Formula: C16H48FeNO19
Source: OMol25
Level of theory: ωB97M-V with the def2-TZVPD basis set

Last column: Mulliken charge in e.
Element x y z (Å)
Fe  -1.04  3.08  0.60  0.827
N  0.08  0.13  -0.20  0.751
O  1.14  -0.47  0.12  -0.604
O  0.02  1.31  0.10  -0.426
O  -0.92  -0.38  -0.62  -0.437
C  -4.97  -2.81  -0.61  -0.808
C  -3.65  -2.12  -0.98  0.494
O  -3.75  -0.77  -0.80  -0.539
O  -5.38  -2.54  0.75  -0.509
H  -4.77  -3.88  -0.66  0.392
H  -5.77  -2.67  -1.34  0.316
H  -3.45  -2.41  -2.01  0.236
H  -2.75  -2.39  -0.42  -0.251
H  -2.85  -0.45  -0.85  0.413
H  -5.44  -1.59  0.67  0.325
C  -2.13  2.62  -1.99  0.112
C  -1.47  4.07  -2.15  -0.460
O  -0.41  4.19  -1.22  -0.429
O  -2.68  2.43  -0.67  -0.300
H  -1.43  1.79  -2.03  -0.358
H  -2.87  2.39  -2.76  0.597
H  -2.10  4.95  -2.00  0.388
H  -1.16  4.06  -3.19  0.345
H  -0.01  5.06  -1.21  0.261
H  -3.61  2.18  -0.72  0.274
C  0.22  0.27  -3.85  0.055
C  1.15  1.43  -3.61  -0.303
O  0.78  2.60  -4.35  -0.551
O  0.53  -0.34  -5.07  -0.544
H  -0.81  0.60  -3.91  0.214
H  0.54  -0.39  -3.04  -0.046
H  2.20  1.22  -3.77  0.604
H  1.06  1.80  -2.58  -0.040
H  1.19  2.57  -5.21  0.334
H  0.38  0.38  -5.68  0.349
C  -0.79  -5.32  -0.37  -0.633
C  -0.14  -3.92  -0.65  -0.253
O  0.19  -3.19  0.49  -0.514
O  -2.17  -5.19  0.00  -0.529
H  -0.31  -5.84  0.46  0.279
H  -0.63  -5.91  -1.28  0.371
H  -0.74  -3.26  -1.26  0.177
H  0.78  -4.14  -1.19  0.348
H  0.52  -2.33  0.21  0.115
H  -2.30  -4.62  0.76  0.289
C  3.17  0.38  3.66  0.290
C  3.97  0.05  2.33  -0.416
O  4.51  1.33  1.77  -0.538
O  4.02  0.73  4.75  -0.581
H  2.57  -0.49  3.94  -0.131
H  2.51  1.25  3.57  0.135
H  3.38  -0.51  1.60  0.036
H  4.77  -0.61  2.64  0.512
H  3.73  1.71  1.36  0.324
H  4.86  1.00  4.37  0.321
C  -0.50  -1.20  3.36  -0.028
C  0.49  -2.30  3.84  -0.879
O  1.44  -2.66  2.76  -0.489
O  0.20  -0.05  2.98  -0.234
H  -1.24  -0.87  4.08  0.441
H  -1.02  -1.48  2.43  0.121
H  0.06  -3.28  4.05  0.427
H  1.04  -2.06  4.75  0.309
H  0.88  -3.00  2.06  0.550
H  0.67  -0.32  2.19  0.122
C  5.23  0.09  -1.27  -0.213
C  4.39  -1.05  -1.89  0.311
O  3.99  -0.92  -3.22  -0.557
O  6.39  0.24  -2.00  -0.547
H  5.49  -0.27  -0.27  0.141
H  4.59  0.96  -1.28  0.212
H  3.42  -1.14  -1.39  -0.332
H  4.85  -2.02  -1.73  0.374
H  3.30  -1.59  -3.27  0.327
H  6.15  0.65  -2.84  0.343
C  -3.29  4.11  2.33  -0.408
C  -2.40  3.14  3.05  -0.576
O  -1.86  2.06  2.25  -0.238
O  -2.47  4.58  1.28  -0.511
H  -3.65  4.87  3.02  0.466
H  -4.17  3.59  1.95  0.221
H  -2.99  2.60  3.79  0.501
H  -1.66  3.68  3.64  0.365
H  -2.24  1.26  2.61  0.177
H  -2.84  5.35  0.85  0.316

Calculated values
HOMO (alpha / beta) (eV): -11.52 / -11.52
Spin multiplicity: 5
Charge: +1



Formula: C8H14N3
Source: OMol25
Level of theory: ωB97M-V with the def2-TZVPD basis set

Last column: Mulliken charge in e.
Element x y z (Å)
C  -2.96  0.67  0.27  -1.122
N  -1.88  0.01  -0.48  -0.193
C  -1.67  -1.26  0.09  -0.657
C  -0.47  -2.00  -0.54  -0.681
N  0.70  -1.15  -0.27  0.124
C  2.02  -1.45  -0.14  -0.475
C  2.72  -0.37  0.06  -0.469
N  1.82  0.69  -0.02  0.020
C  2.24  2.02  0.25  -0.912
C  0.62  0.17  -0.19  0.603
C  -0.66  0.86  -0.23  -0.901
H  -2.51  0.83  1.22  0.481
H  -3.19  1.59  -0.16  0.322
H  -3.69  -0.05  0.37  0.408
H  -2.55  -1.83  0.02  0.507
H  -1.56  -1.13  1.22  0.406
H  -0.27  -3.05  -0.25  0.397
H  -0.47  -2.01  -1.65  0.317
H  2.44  -2.46  -0.25  0.402
H  3.80  -0.27  0.16  0.439
H  2.82  2.21  1.07  0.410
H  2.82  2.42  -0.58  0.376
H  1.27  2.63  0.13  0.284
H  -0.79  1.20  0.75  0.475
H  -0.59  1.73  -0.86  0.440

Calculated values
HOMO (eV): -12.91
Charge: +1
SMILES: CN1CCn2cc[n+](C)c2C1



Formula: C48H40IrN7OS3
Source: OMol25
Level of theory: ωB97M-V with the def2-TZVPD basis set

Last column: Mulliken charge in e.
Element x y z (Å)
Ir  0.49  1.77  -1.95  0.132
O  -0.78  5.47  -2.65  -0.559
C  -0.70  4.27  -2.57  -0.062
N  0.50  3.57  -2.50  0.304
C  1.77  4.27  -2.65  -0.683
C  2.86  3.33  -2.26  0.445
C  4.20  3.69  -2.20  -0.875
C  5.15  2.74  -1.90  -0.484
C  4.76  1.42  -1.66  -0.806
C  3.42  1.12  -1.70  -0.161
N  2.49  2.05  -1.99  0.080
C  -1.87  3.34  -2.49  0.438
C  -3.17  3.77  -2.61  -0.448
C  -4.19  2.83  -2.54  -0.615
C  -3.86  1.49  -2.37  -1.122
C  -2.53  1.13  -2.25  -0.074
N  -1.56  2.04  -2.30  0.211
H  1.78  5.19  -2.04  0.468
H  1.90  4.61  -3.68  0.474
H  4.48  4.72  -2.40  0.518
H  6.20  3.01  -1.86  0.488
H  5.48  0.65  -1.45  0.518
H  3.05  0.12  -1.52  0.547
H  -3.36  4.82  -2.77  0.573
H  -5.22  3.13  -2.62  0.499
H  -4.63  0.73  -2.33  0.580
H  -2.22  0.10  -2.14  0.636
N  0.20  1.97  -0.08  0.203
S  0.23  1.38  1.27  1.860
N  0.43  -0.20  1.44  0.411
S  -0.53  -1.37  1.06  1.225
N  -0.87  -1.59  -0.42  -0.109
S  0.06  -1.53  -1.74  3.203
N  0.46  -0.19  -2.19  -1.128
C  -0.97  -2.36  -2.89  -0.431
C  -1.57  -3.57  -2.56  -0.138
C  -2.37  -4.19  -3.50  -0.789
C  -2.56  -3.61  -4.75  -0.637
C  -1.95  -2.41  -5.07  -1.008
C  -1.14  -1.77  -4.14  -0.307
C  1.46  -2.60  -1.50  0.531
C  2.37  -2.27  -0.50  0.481
C  3.52  -3.04  -0.36  -1.451
C  3.76  -4.10  -1.23  -0.879
C  2.85  -4.40  -2.24  -0.936
C  1.69  -3.65  -2.38  -0.574
C  -2.11  -1.24  1.83  0.476
C  -2.20  -1.60  3.18  -0.782
C  -3.41  -1.43  3.82  -0.872
C  -4.50  -0.91  3.13  -0.706
C  -4.39  -0.56  1.79  -0.692
C  -3.18  -0.72  1.12  -0.351
C  0.25  -2.76  1.79  0.346
C  -0.29  -4.00  1.46  -0.681
C  0.27  -5.13  2.03  -0.946
C  1.33  -5.01  2.92  -0.751
C  1.85  -3.76  3.24  -0.798
C  1.30  -2.62  2.68  -0.068
C  -1.21  1.89  2.16  0.048
C  -1.31  1.58  3.51  -0.305
C  -2.43  2.02  4.20  -0.970
C  -3.41  2.76  3.54  -0.604
C  -3.28  3.06  2.19  -0.802
C  -2.17  2.62  1.48  -0.318
C  1.60  1.95  2.23  0.337
C  2.81  1.27  2.16  -0.155
C  3.91  1.80  2.81  -1.034
C  3.80  3.00  3.51  -0.702
C  2.59  3.67  3.57  -0.877
C  1.48  3.15  2.92  -0.538
H  -1.41  -4.01  -1.58  0.319
H  -2.84  -5.14  -3.26  0.484
H  -3.19  -4.10  -5.48  0.444
H  -2.09  -1.97  -6.05  0.486
H  -0.64  -0.83  -4.37  0.529
H  2.19  -1.43  0.16  0.467
H  4.23  -2.81  0.42  0.561
H  4.66  -4.68  -1.13  0.489
H  3.05  -5.22  -2.91  0.496
H  0.99  -3.88  -3.17  0.544
H  -1.35  -2.01  3.70  0.540
H  -3.52  -1.72  4.85  0.479
H  -5.45  -0.79  3.63  0.478
H  -5.24  -0.17  1.26  0.485
H  -3.08  -0.47  0.08  0.228
H  -1.14  -4.08  0.79  0.393
H  -0.13  -6.11  1.80  0.533
H  1.76  -5.90  3.37  0.489
H  2.67  -3.68  3.94  0.541
H  1.68  -1.63  2.93  0.470
H  -0.54  1.02  4.02  0.562
H  -2.53  1.81  5.25  0.477
H  -4.28  3.11  4.08  0.467
H  -4.04  3.64  1.69  0.496
H  -2.03  2.86  0.44  0.304
H  2.89  0.34  1.62  0.417
H  4.86  1.28  2.77  0.508
H  4.67  3.41  4.01  0.449
H  2.51  4.60  4.11  0.490
H  0.53  3.68  2.96  0.569

Calculated values
HOMO (alpha / beta) (eV): -16.04 / -16.13
Spin multiplicity: 2
Charge: +3



Formula: C6H17NO2
Source: OMol25
Level of theory: ωB97M-V with the def2-TZVPD basis set

Last column: Mulliken charge in e.
Element x y z (Å)
C  -0.53  1.46  1.07  0.012
C  -3.14  0.22  1.33  -0.729
O  -1.98  0.36  0.51  -0.362
O  -0.92  2.30  0.16  -0.674
H  -1.90  1.35  -0.03  0.411
H  -0.85  1.55  2.12  0.333
H  0.53  1.22  1.14  0.147
H  -3.06  -0.68  1.94  0.255
H  -3.28  1.07  2.01  0.309
H  -4.03  0.13  0.70  0.298
C  0.61  -0.42  -1.45  -0.531
C  0.44  -1.77  0.53  -1.126
C  2.50  -0.65  0.07  -1.129
C  1.07  0.87  -2.11  -1.309
N  1.05  -0.59  -0.06  0.344
H  0.95  -1.28  -2.05  0.447
H  -0.48  -0.45  -1.44  0.317
H  2.96  0.26  -0.28  0.337
H  0.74  -2.70  0.02  0.372
H  -0.65  -1.71  0.46  0.238
H  0.73  -1.86  1.58  0.338
H  2.77  -0.77  1.12  0.339
H  2.93  -1.50  -0.49  0.337
H  0.60  0.96  -3.09  0.390
H  0.79  1.74  -1.51  0.281
H  2.15  0.90  -2.25  0.355

Calculated values
HOMO (eV): -8.33



Formula: C16H22CuF3N2O3SSi2
Source: OMol25
Level of theory: ωB97M-V with the def2-TZVPD basis set

Last column: Mulliken charge in e.
Element x y z (Å)
Cu  -0.35  -0.12  0.02  0.048
C  2.56  0.97  -2.03  -1.412
Si  1.38  -0.48  -1.52  0.653
C  1.37  -1.46  -3.18  -1.309
C  2.58  -1.57  -0.45  0.103
C  3.84  -1.94  -0.96  -0.265
C  4.74  -2.71  -0.24  -0.655
C  4.40  -3.14  1.03  -0.649
C  3.17  -2.79  1.56  -0.276
C  2.24  -2.01  0.85  0.099
Si  0.52  -1.57  1.66  0.413
C  1.09  -0.88  3.38  -1.407
C  -0.07  -3.32  2.22  -1.323
H  3.52  0.63  -2.46  0.418
H  2.79  1.61  -1.18  0.253
H  2.06  1.59  -2.79  0.365
H  2.38  -1.66  -3.55  0.370
H  0.83  -0.88  -3.94  0.313
H  0.85  -2.42  -3.07  0.268
H  4.12  -1.61  -1.96  0.112
H  5.70  -2.97  -0.68  0.336
H  5.09  -3.74  1.61  0.335
H  2.91  -3.13  2.56  0.116
H  1.82  -1.52  3.90  0.449
H  0.21  -0.79  4.03  0.362
H  1.53  0.12  3.28  0.230
H  0.69  -3.84  2.83  0.360
H  -0.30  -3.95  1.36  0.279
H  -0.98  -3.23  2.83  0.318
N  -4.11  4.13  0.71  -0.867
C  -2.88  3.46  0.77  0.799
C  -1.95  3.58  -0.26  -0.381
C  -0.82  2.79  -0.22  -0.228
N  -0.56  1.92  0.76  -0.483
C  -1.40  1.89  1.79  -0.071
C  -2.56  2.65  1.85  -0.532
H  -4.41  4.23  -0.25  0.318
H  -4.82  3.59  1.19  0.345
H  -2.16  4.20  -1.12  0.309
H  -0.13  2.77  -1.05  0.370
H  -1.16  1.17  2.56  0.259
H  -3.25  2.52  2.68  0.285
F  -4.75  1.85  -3.14  -0.271
C  -3.64  1.32  -2.58  0.550
F  -2.74  2.31  -2.51  -0.201
F  -3.17  0.41  -3.44  -0.239
S  -4.00  0.59  -0.92  0.926
O  -5.00  -0.40  -1.21  -0.656
O  -4.48  1.75  -0.20  -0.620
O  -2.71  0.08  -0.51  -0.511

Calculated values
HOMO (eV): 0.29
Charge: -2



Formula: C3H7NOTl
Source: OMol25
Level of theory: ωB97M-V with the def2-TZVPD basis set

Last column: Mulliken charge in e.
Element x y z (Å)
Tl  -4.31  -0.80  -0.42  1.007
C  -0.17  1.81  0.60  -1.062
C  -0.32  0.39  0.22  0.656
O  -1.35  -0.28  0.30  -0.252
N  0.88  -0.33  -0.12  0.228
C  0.97  -1.62  -0.59  -0.496
H  -0.12  2.47  -0.27  0.408
H  0.70  2.02  1.25  0.442
H  -0.99  2.09  1.26  0.343
H  1.78  0.22  -0.15  0.461
H  0.63  -2.39  0.20  0.446
H  2.02  -1.83  -0.81  0.386
H  0.28  -1.76  -1.49  0.434

Calculated values
HOMO (eV): -24.42
Charge: +3



Formula: C16H24BrNO2
Source: OMol25
Level of theory: ωB97M-V with the def2-TZVPD basis set

Last column: Mulliken charge in e.
Element x y z (Å)
C  6.29  1.13  1.42  -0.978
O  5.40  -0.07  1.62  -0.358
C  4.16  0.17  1.49  1.037
C  3.59  1.42  0.89  -1.251
C  2.19  1.38  1.00  0.945
O  1.49  2.33  0.34  -0.304
C  2.05  3.55  0.35  -0.971
C  1.43  0.32  1.47  -0.464
C  0.03  0.02  1.11  -0.576
N  -0.41  -0.39  -0.23  -0.219
C  -1.81  -0.88  -0.33  0.558
C  -2.00  -1.89  -1.17  -0.868
C  -3.40  -2.51  -1.25  -1.548
C  -4.49  -2.00  -2.34  -1.212
C  -4.37  -0.38  -2.12  -0.581
C  -4.03  0.24  -0.93  -0.405
C  -2.65  0.32  -0.46  -0.419
C  2.13  -1.00  1.68  -0.699
C  3.52  -1.01  1.83  -0.106
Br  4.31  -2.47  2.51  -0.155
H  6.00  2.00  1.91  0.416
H  6.36  1.42  0.36  0.376
H  7.43  0.92  1.58  0.270
H  4.15  2.11  1.08  0.709
H  2.72  3.92  0.97  0.449
H  2.89  3.21  -0.58  0.261
H  1.25  4.33  -0.12  0.209
H  -0.51  -0.29  2.04  0.443
H  -0.54  0.97  1.15  0.340
H  0.06  -1.48  -0.11  0.279
H  -2.22  -1.17  0.70  0.102
H  -1.32  -2.56  -1.09  0.763
H  -1.81  -1.55  -2.26  0.296
H  -3.32  -3.74  -1.68  0.236
H  -3.73  -2.59  -0.42  0.945
H  -5.38  -2.16  -1.85  0.418
H  -4.29  -2.18  -3.24  0.612
H  -3.55  0.17  -2.95  0.226
H  -5.32  -0.15  -2.67  0.338
H  -4.56  -0.41  0.10  0.222
H  -4.64  1.22  -0.88  0.221
H  -2.56  1.06  0.53  0.134
H  -2.04  0.70  -1.55  0.148
H  1.53  -2.03  2.14  0.161

Calculated values
HOMO (eV): -8.00
SMILES: COc1cc(OC)c(CNC2CCCCCC2)cc1Br



Formula: C25H48BeBr2Cl5N3O24PS2
Source: OMol25
Level of theory: ωB97M-V with the def2-TZVPD basis set

Last column: Mulliken charge in e.
Element x y z (Å)
C  5.34  0.10  2.88  -0.991
C  4.61  -0.22  4.19  -0.266
O  3.63  0.78  4.50  -0.374
C  2.41  0.55  3.95  -0.496
O  1.59  -0.32  4.76  -0.344
C  0.31  -0.16  4.40  -0.102
O  -0.55  -0.93  4.71  -0.577
C  0.15  1.12  3.56  -0.424
O  -0.79  2.07  4.05  -1.037
C  -2.18  1.55  4.16  0.502
C  -2.86  1.89  5.47  -1.628
P  -0.26  0.78  1.80  1.707
N  -1.14  -0.47  1.56  -0.982
O  1.11  0.62  0.99  -0.248
O  -0.95  2.08  1.22  -0.550
C  1.57  1.80  3.78  0.490
O  1.41  2.54  4.99  0.123
C  2.47  3.15  5.45  0.738
N  3.30  3.85  5.82  -0.639
O  2.15  2.52  2.77  -0.300
C  1.69  3.86  2.53  0.816
C  2.70  4.56  1.63  -1.466
H  5.08  1.12  2.59  0.255
H  5.07  -0.59  2.09  0.271
H  6.41  0.09  3.04  0.338
H  5.31  -0.19  5.02  0.455
H  4.16  -1.21  4.18  0.269
H  2.50  0.09  2.97  0.585
H  -2.16  0.47  4.11  0.285
H  -2.75  1.92  3.32  -0.367
H  -2.12  1.89  6.27  0.397
H  -3.32  2.87  5.45  0.411
H  -3.60  1.13  5.69  0.413
H  -1.40  -0.98  2.40  0.283
H  0.88  0.22  0.14  0.237
H  -1.05  2.79  1.88  0.252
H  0.71  3.86  2.05  -0.163
H  1.61  4.42  3.46  -0.029
H  3.31  3.80  1.15  0.276
H  2.19  5.14  0.86  0.408
H  3.36  5.20  2.20  0.358
C  2.19  -3.87  -3.72  -1.346
C  2.90  -2.56  -3.46  0.107
C  2.36  -1.73  -2.29  -0.371
O  1.13  -1.13  -2.63  -0.507
C  -0.05  -1.83  -2.20  -0.578
N  2.71  -1.70  -4.69  -0.212
H  1.18  -3.71  -4.11  0.284
H  2.73  -4.45  -4.46  0.452
H  2.11  -4.46  -2.81  0.318
H  3.97  -2.73  -3.34  0.389
H  3.06  -0.91  -2.09  0.462
H  2.31  -2.34  -1.39  0.135
H  0.16  -2.43  -1.31  0.307
H  -0.46  -2.46  -2.99  0.225
H  -0.79  -1.08  -1.94  0.259
H  2.83  -2.23  -5.55  0.337
H  3.33  -0.89  -4.70  0.372
H  1.75  -1.33  -4.64  0.335
C  -1.91  -6.94  -7.51  -1.350
C  -0.77  -6.44  -6.67  0.561
C  -0.63  -4.94  -6.61  -0.420
O  0.78  -4.78  -6.35  -0.319
C  1.41  -5.87  -6.85  0.618
O  2.60  -5.94  -6.94  -0.561
O  0.53  -6.80  -7.22  -0.369
H  -2.85  -6.86  -6.96  0.404
H  -2.00  -6.36  -8.42  0.241
H  -1.76  -7.98  -7.79  0.379
H  -0.80  -6.87  -5.66  0.230
H  -1.22  -4.47  -5.82  0.350
H  -0.86  -4.47  -7.57  0.269
Br  -4.79  1.98  1.66  -0.054
C  -5.07  1.97  -0.26  -0.598
C  -4.04  2.80  -0.97  -0.359
Br  -4.37  4.71  -0.77  -0.118
H  -6.08  2.31  -0.43  0.390
H  -4.98  0.93  -0.56  0.354
H  -4.07  2.61  -2.04  0.376
H  -3.04  2.62  -0.60  0.073
O  -3.38  -5.54  -9.95  -0.543
S  -3.85  -6.29  -11.13  1.262
O  -5.07  -7.04  -10.77  -0.356
O  -2.83  -7.24  -11.56  -0.521
O  -4.16  -5.34  -12.21  -0.523
Be  -0.83  4.17  5.07  1.070
C  0.84  8.20  8.06  -0.280
C  1.28  6.82  7.61  -0.004
O  0.63  5.95  8.56  -0.290
S  -0.79  6.54  8.97  1.055
O  -1.80  5.96  8.16  -0.492
O  -0.89  6.54  10.38  -0.558
O  -0.54  8.03  8.44  -0.333
H  1.40  8.55  8.93  0.284
H  0.90  8.94  7.26  0.297
H  2.35  6.68  7.67  0.270
H  0.93  6.58  6.61  0.043
C  -8.39  -7.30  -9.14  0.368
Cl  -6.92  -7.04  -8.21  -0.043
Cl  -9.77  -6.59  -8.27  -0.052
Cl  -8.24  -6.55  -10.72  -0.076
Cl  -8.67  -9.04  -9.31  -0.129
C  4.10  8.12  4.97  0.621
O  5.22  7.57  4.89  -0.745
O  3.02  7.19  5.19  -0.412
O  3.76  9.30  4.89  -0.713
H  3.54  6.37  5.22  0.271
Cl  -8.96  -4.63  -6.58  -0.412
O  2.95  -3.92  0.57  -0.637
H  2.23  -3.31  0.78  0.305
H  2.50  -4.72  0.25  0.320

Calculated values
HOMO (eV): -5.03
Charge: -1